268
Properties=species:S:1:pos:R:3:forces:R:3 method="wB97M-V/def2-TZVPD" e_homo_ev=-8.3 energy_ha=-5402.20732 molar_mass_g_mol=1553.017 de_lowest_kj_mol=0.0 orbital_gap_ev=8.68
C 1.951414 7.795697 -5.335200 -0.1 -1.8 0.7
O 2.105444 6.606755 -4.480965 -1.4 0.7 -1.1
C 0.855830 5.860046 -4.535848 0.4 1.8 -0.8
C 0.902678 4.693535 -3.661476 -0.4 -1.1 0.7
N 1.820823 3.685552 -4.125363 0.2 -0.2 -0.2
C 2.075978 2.605091 -3.178999 0.4 -0.5 -0.5
C 3.189053 1.703168 -3.774960 0.2 1.1 0.3
O 4.446319 2.417101 -3.913590 -0.8 -0.3 0.4
C 5.157382 2.721604 -2.705458 -0.6 -0.8 -0.3
H 1.677098 7.473118 -6.348184 0.3 0.1 0.0
H 2.893351 8.307334 -5.306927 0.4 0.2 -0.1
H 1.158261 8.444976 -4.976252 -0.1 0.1 0.3
H 0.634869 5.569678 -5.575416 0.3 0.0 0.0
H 0.030529 6.524599 -4.232829 0.2 -0.1 0.1
H -0.092527 4.236338 -3.666259 -0.2 0.1 0.0
H 1.044399 5.025197 -2.630869 0.4 0.0 0.2
H 2.640650 4.093549 -4.584000 -0.1 -0.4 0.8
H 1.164479 1.968240 -3.048191 0.5 0.5 -0.2
H 2.334971 2.957860 -2.154492 0.0 -0.1 -0.4
H 2.896249 1.458656 -4.798334 0.1 0.0 0.0
H 3.280721 0.758473 -3.226194 0.3 0.1 0.2
H 4.586014 3.272200 -1.944045 -0.1 0.1 -0.4
H 6.017912 3.283915 -3.014936 0.3 0.4 0.0
H 5.515141 1.795469 -2.255880 0.1 -0.2 0.1
C -5.819550 -2.383690 -1.446933 0.2 -0.1 0.6
O -6.527075 -1.903384 -0.323406 -0.3 0.7 0.6
C -7.258825 -2.845808 0.464698 0.2 0.3 -0.3
C -7.695242 -2.171669 1.758858 -1.0 -0.5 0.4
N -8.805315 -1.260788 1.526759 0.1 -0.9 0.0
C -9.372362 -0.630693 2.682031 0.4 0.2 0.3
C -10.397089 0.423902 2.307654 -0.7 -0.1 -0.1
O -9.760199 1.275007 1.373181 0.4 0.3 -0.3
C -10.404736 2.492313 1.011887 0.0 -0.8 0.7
H -5.234349 -3.273723 -1.170818 -0.3 -0.1 -0.3
H -5.086887 -1.636362 -1.762724 -0.2 0.1 0.2
H -6.507290 -2.551335 -2.262974 -0.1 -0.5 -0.4
H -6.586459 -3.699141 0.634528 -0.3 -0.1 0.2
H -8.191066 -3.156076 -0.037653 0.4 -0.2 -0.1
H -6.860818 -1.697744 2.256250 0.6 0.3 0.1
H -8.064218 -2.937991 2.495942 0.3 0.3 -0.7
H -8.761291 -0.719719 0.698303 0.4 0.7 -0.5
H -8.643823 -0.123452 3.338473 0.3 -0.2 -0.1
H -9.788836 -1.463724 3.248464 -0.5 0.3 0.5
H -10.789113 0.981959 3.189635 0.5 -0.2 -0.4
H -11.261466 -0.080469 1.856160 -0.1 0.2 -0.2
H -9.763029 3.049744 0.342037 0.3 -0.1 -0.1
H -10.560090 3.080666 1.915893 -0.2 0.2 0.0
H -11.345049 2.294141 0.507539 -0.3 0.0 0.0
C -4.275984 5.084422 -7.426460 1.1 0.7 -0.4
O -5.302190 4.336487 -6.922126 -0.3 -1.5 1.6
C -6.601188 4.651318 -7.346279 0.3 0.1 -0.5
C -7.567330 3.598849 -6.765528 0.5 1.0 -0.2
N -7.539891 3.736303 -5.321972 -0.1 1.1 -1.8
C -8.327444 2.855051 -4.565009 0.1 -1.0 1.0
C -7.902467 2.856108 -3.085311 0.0 0.1 -0.2
O -6.498314 2.917214 -2.866998 -0.3 -0.1 0.4
C -5.869221 1.701907 -3.187890 0.1 0.0 -0.5
H -3.335903 4.789808 -6.916914 -0.6 0.2 -0.1
H -4.429068 6.178505 -7.294657 0.1 -0.4 -0.1
H -4.146110 4.849633 -8.489569 0.1 0.3 -0.2
H -6.535387 4.683863 -8.456774 -0.8 -0.1 0.4
H -6.822062 5.653934 -6.944250 -0.4 -0.2 -0.3
H -7.284442 2.603352 -7.140914 0.0 0.0 0.1
H -8.555092 3.846022 -7.125914 -0.5 -0.1 -0.3
H -6.591074 3.932351 -5.087071 0.4 -0.4 1.1
H -8.358233 1.829143 -4.979235 0.5 -0.1 0.1
H -9.390999 3.094881 -4.542053 -0.2 0.5 -0.2
H -8.359912 1.966417 -2.654789 0.1 -0.2 0.4
H -8.296170 3.723276 -2.562286 -0.1 0.2 -0.1
H -6.194664 1.435954 -4.190691 -0.1 -0.7 -0.1
H -6.033021 0.906526 -2.449930 -0.3 0.0 -0.1
H -4.804650 1.852122 -3.265774 0.4 0.3 0.2
C 2.271026 -0.979016 4.183273 0.5 -0.7 0.9
O 1.938693 -1.948046 5.194149 -0.7 0.7 0.1
C 2.365827 -3.261280 5.017279 0.2 -0.7 -1.0
C 1.719289 -4.049049 3.863504 0.3 0.8 -0.5
N 0.293298 -4.129182 3.942761 -1.1 -1.1 -0.5
C -0.384013 -4.772480 2.767280 0.3 0.5 0.8
C -1.897061 -4.686930 2.885169 0.2 -0.4 0.3
O -2.321290 -3.336169 2.703606 1.2 -0.5 -0.5
C -3.681518 -3.136613 2.785636 -1.5 -0.1 1.0
H 1.489278 -0.836782 3.463640 -0.5 -0.1 -0.4
H 3.177682 -1.319115 3.696252 0.3 0.2 -0.3
H 2.419218 -0.056488 4.743364 0.2 0.2 -0.2
H 2.183459 -3.760084 5.967920 0.0 -0.1 0.0
H 3.435189 -3.303104 4.750531 -0.1 0.3 0.4
H 2.172641 -5.035767 3.882387 0.0 -0.4 0.0
H 2.051692 -3.608510 2.898297 0.0 0.0 0.3
H -0.088648 -3.237550 4.226738 -0.2 0.2 -0.4
H -0.089635 -5.836321 2.719332 -0.1 0.4 0.2
H -0.108513 -4.346716 1.798465 0.3 0.3 -0.2
H -2.142971 -5.052075 3.877922 -0.3 0.2 0.5
H -2.423668 -5.385731 2.205868 0.3 0.5 -0.2
H -4.042826 -3.360058 3.798685 -0.1 -0.6 0.0
H -4.284064 -3.705356 2.053721 0.4 0.2 0.1
H -3.905035 -2.080691 2.750174 0.1 0.5 -0.7
C 4.275299 -4.626918 -1.657356 0.0 -0.1 -0.9
O 3.932599 -5.312762 -0.474065 0.1 0.1 -0.2
C 2.578824 -5.192165 -0.085960 -0.2 0.5 0.3
C 1.608873 -5.897904 -1.026981 0.4 -0.2 0.1
N 1.878195 -7.344442 -1.213627 0.3 1.4 -0.4
C 1.036606 -7.884824 -2.286572 0.0 -1.1 1.5
C 1.229502 -9.406698 -2.316109 0.0 0.8 -1.1
O 0.468044 -9.991075 -1.305881 -0.4 0.4 -0.1
C 0.620382 -11.367730 -1.315698 0.0 -0.9 -0.2
H 3.688524 -4.898823 -2.550503 -0.4 0.1 0.5
H 5.260652 -4.947513 -1.955830 0.6 0.0 0.4
H 4.273967 -3.528861 -1.592757 -0.2 -0.2 0.3
H 2.294768 -4.115002 0.024586 0.1 -0.5 -0.4
H 2.509764 -5.565409 0.942271 0.1 -0.4 -0.2
H 1.612700 -5.377497 -1.988456 -0.1 0.2 -0.1
H 0.639726 -5.761771 -0.583263 -0.7 0.0 0.1
H 2.839589 -7.328342 -1.540275 0.2 -0.5 0.1
H 1.094670 -7.402804 -3.257142 0.5 0.1 -0.4
H 0.018430 -7.754126 -1.945779 -0.5 0.1 0.0
H 2.280585 -9.670975 -2.212161 0.4 0.0 0.2
H 0.939448 -9.810631 -3.295038 -0.2 0.0 -0.1
H 1.692313 -11.606274 -1.240737 -0.2 -0.3 0.5
H 0.276421 -11.880024 -2.230248 0.0 0.5 -0.3
H -0.024499 -11.775899 -0.539629 0.5 0.0 0.4
C 3.057988 1.412470 1.758134 0.8 0.3 0.5
O 2.539674 0.239502 1.218201 0.1 -0.7 0.3
C 1.866574 0.402005 -0.006388 -0.2 0.1 0.1
C 1.407300 -0.973087 -0.435841 0.6 -0.1 0.7
N 0.283036 -1.555094 0.311140 -0.3 -0.1 -0.1
C -0.830848 -0.676779 0.591717 -1.9 0.5 0.0
C -1.710091 -0.222180 -0.596393 1.5 -0.5 -0.6
O -0.886697 0.555683 -1.485546 -0.5 0.0 0.0
C -1.615681 0.924008 -2.654019 0.9 -0.5 0.1
H 3.759651 1.159579 2.583548 -0.3 0.0 -0.6
H 2.276127 2.011696 2.212455 -0.3 0.4 0.0
H 3.604447 2.014334 1.011551 -0.2 -0.1 0.2
H 2.577102 0.760285 -0.760166 0.0 0.2 -0.1
H 1.037587 1.121370 0.100542 0.2 -0.1 -0.2
H 2.283357 -1.607106 -0.237891 -0.2 -0.1 -0.3
H 1.232234 -0.970106 -1.502614 -0.3 -0.2 -0.1
H 0.546819 -1.907773 1.227896 0.5 0.1 -0.2
H -0.527368 0.204564 1.154830 0.1 0.2 0.1
H -1.514008 -1.222275 1.262922 0.3 0.1 -0.2
H -2.584644 0.349602 -0.306882 -0.1 0.3 0.6
H -2.101228 -1.071756 -1.171547 0.1 -0.2 0.1
H -0.912296 1.226137 -3.432726 0.0 0.1 0.2
H -2.263191 1.768494 -2.445995 -0.5 0.1 0.0
H -2.138988 0.036683 -3.031960 -0.3 0.3 0.0
C 5.685458 2.644116 6.105659 1.8 -1.3 -0.7
O 5.279575 1.425037 5.408616 0.0 1.2 0.8
C 6.328865 0.945120 4.567524 0.2 0.3 1.1
C 7.187182 -0.142214 5.268613 -1.4 -0.2 -0.1
N 6.370886 -1.376747 5.370308 1.1 0.2 -0.8
C 6.974434 -2.472043 6.083877 -0.5 -0.9 -0.2
C 6.059699 -3.719229 6.123826 0.3 0.4 -0.4
O 5.914754 -4.295080 4.816063 0.0 -1.0 -0.2
C 5.113957 -5.518333 4.792829 0.8 -0.2 1.1
H 6.586290 2.403195 6.759814 -1.4 0.3 -0.2
H 4.860734 3.133027 6.607681 -0.2 -0.4 0.3
H 6.106708 3.353639 5.380413 -0.3 0.0 -0.1
H 6.894062 1.819979 4.250246 0.6 -0.1 0.0
H 5.855079 0.581232 3.680786 -0.2 -0.7 -0.5
H 7.527371 0.226646 6.283596 0.0 -0.3 -1.0
H 7.990718 -0.437975 4.586227 0.4 0.5 0.4
H 5.412402 -1.241398 5.584539 -0.8 0.4 0.5
H 7.205928 -2.244621 7.125500 0.0 0.2 0.4
H 7.927250 -2.740074 5.610409 -0.1 0.0 0.0
H 5.065739 -3.436392 6.467151 -0.2 0.1 0.3
H 6.496739 -4.423227 6.852980 -0.2 -0.1 -0.4
H 5.290578 -6.191721 3.931402 0.6 0.9 0.2
H 4.066997 -5.259496 4.741063 -0.3 0.0 0.3
H 5.336516 -6.110615 5.723568 -0.3 0.5 -0.8
C 2.314736 5.691507 5.294741 -1.4 0.5 -0.4
C 1.795028 4.254981 5.328793 -0.5 0.8 -1.1
O 0.542900 4.090350 5.961267 0.1 -0.4 0.4
O 1.358294 6.537871 4.490567 1.1 -1.2 0.9
H 3.305130 5.719480 4.852712 0.1 0.0 -0.2
H 2.346085 6.095228 6.299946 0.1 0.1 0.3
H 2.463232 3.567114 5.799584 0.7 -0.1 0.8
H 1.804091 3.884231 4.298484 -0.4 0.1 -0.2
H -0.092723 4.779848 5.765399 0.3 0.4 -0.4
H 1.413295 7.448607 4.807020 0.1 -0.3 0.0
C -5.312463 1.064224 1.291832 0.2 -0.2 1.4
C -6.309435 2.160737 1.150948 0.5 1.1 -1.3
O -5.765652 3.506228 1.404271 -0.4 -1.2 0.1
O -4.720642 1.082202 2.602647 -0.2 -0.4 0.0
H -4.500595 1.175066 0.595194 0.3 0.1 -0.7
H -5.807609 0.093468 1.085029 0.3 0.4 0.3
H -7.142959 2.079366 1.810573 -0.5 -0.2 0.6
H -6.677500 2.017489 0.128622 -0.3 0.7 -0.1
H -5.267028 3.841194 0.653446 0.0 -0.3 -0.2
H -4.753980 1.997808 2.908326 0.0 -0.1 -0.1
C 4.062458 5.919009 0.114761 1.5 -0.5 -1.9
C 3.938760 5.692770 1.562509 -0.8 1.2 0.1
O 4.215494 4.373897 1.841261 0.0 -1.3 1.0
O 5.480347 5.629281 -0.318115 -0.7 1.7 0.9
H 3.739341 6.900389 -0.234372 0.2 0.1 0.1
H 3.518644 5.163884 -0.438992 -0.3 0.0 0.0
H 2.914984 5.988537 1.865053 0.3 -0.6 0.0
H 4.584218 6.392678 2.081712 0.5 0.2 0.4
H 5.160873 4.188616 1.716017 -0.1 0.1 0.0
H 5.989172 6.412471 0.002656 -0.4 -0.9 -0.5
C -0.668542 0.552649 5.480746 -0.5 0.5 -0.9
C -1.694959 -0.072022 4.544199 1.0 -1.2 -0.1
O -0.989999 -1.092253 3.765807 -0.2 0.4 0.5
O -0.230618 -0.363814 6.432526 0.6 -0.4 0.2
H -1.114720 1.427623 5.976594 0.1 -0.3 0.0
H 0.151760 0.931987 4.859686 0.1 0.1 0.1
H -2.114275 0.632566 3.837482 -0.4 0.3 0.1
H -2.425390 -0.558927 5.193881 -0.4 0.1 -0.3
H -1.580974 -1.797143 3.449994 0.0 0.3 0.2
H 0.429136 -0.947724 6.008702 -0.3 0.0 0.2
C -1.679187 -4.114056 -1.218859 -1.1 0.8 -1.5
C -2.524151 -4.199994 -2.545598 0.2 0.9 0.9
O -2.901972 -2.887489 -3.072047 0.7 -1.4 0.7
O -0.537039 -3.347375 -1.496886 0.0 -0.6 -0.4
H -1.434824 -5.126109 -0.875902 -0.1 0.0 0.1
H -2.292309 -3.570970 -0.479038 0.1 -0.4 0.0
H -3.444305 -4.729227 -2.280577 0.0 0.0 -0.4
H -1.929981 -4.750731 -3.288319 -0.3 0.0 0.0
H -2.074411 -2.551563 -3.460553 -0.2 0.1 -0.1
H -0.319482 -2.818212 -0.703181 0.5 0.6 0.3
C 1.601089 -2.496645 -4.484506 -0.7 1.1 0.7
C 0.504799 -1.511806 -4.789986 -0.9 -1.2 -1.0
O -0.793412 -2.208098 -4.805479 0.7 0.6 -0.4
O 1.563630 -2.870496 -3.151310 0.5 -0.7 0.8
H 2.522726 -1.960672 -4.640047 0.7 0.0 -0.1
H 1.556721 -3.328599 -5.177238 -0.1 -0.4 -0.3
H 0.763913 -1.080029 -5.758081 -0.5 0.2 -0.2
H 0.361342 -0.731616 -4.064989 0.3 0.3 0.4
H -0.865887 -2.709207 -5.630470 0.0 0.1 0.3
H 0.670627 -3.060111 -2.800365 0.1 -0.1 -0.3
C 5.915678 -1.606390 1.340193 0.2 -0.3 -0.2
C 5.229036 -2.968947 1.336926 0.1 0.7 0.3
O 4.515948 -3.193609 2.553340 0.8 -0.3 0.3
O 6.904216 -1.473410 2.344236 0.4 0.2 -0.7
H 5.126519 -0.859160 1.426594 -0.1 0.3 0.2
H 6.449618 -1.419325 0.392823 -0.3 -0.2 0.2
H 5.935514 -3.764344 1.132006 0.2 -0.3 0.0
H 4.489809 -2.942769 0.553098 -0.3 -0.2 -0.3
H 5.149673 -3.513618 3.239328 -0.5 0.3 -0.5
H 6.556995 -1.756215 3.187264 -0.5 -0.1 0.8
C 6.726500 2.244069 0.751470 -0.3 -0.7 0.3
C 7.939083 1.549614 0.193215 -0.1 0.1 -1.2
O 8.161486 2.140626 -1.131355 0.5 -0.4 0.9
O 7.035718 3.578233 1.052858 0.0 1.0 0.2
H 6.510336 1.821680 1.743633 -0.5 -0.4 -0.5
H 5.898399 2.179225 0.009708 0.3 -0.1 0.8
H 7.841817 0.446543 0.092620 -0.2 0.7 0.0
H 8.756699 1.750977 0.875372 0.4 0.0 0.0
H 8.958723 2.686606 -1.084959 -0.3 -0.2 0.0
H 6.708148 4.170925 0.366370 0.0 0.1 -0.3
C 0.854375 4.048240 0.261826 0.1 0.6 0.8
C 0.250265 3.997524 1.716435 0.6 -0.3 -1.6
O -1.041061 4.544213 1.557273 -0.5 0.4 -0.2
O 0.958878 5.459577 -0.146914 -0.4 -1.6 0.6
H 0.231481 3.523748 -0.457097 -0.4 -0.2 0.0
H 1.840451 3.575817 0.207207 0.0 0.4 0.2
H 0.917707 4.612481 2.316874 -0.1 0.1 0.4
H 0.174601 2.985770 2.132495 0.3 0.0 -0.2
H -1.570818 4.536259 2.359809 0.3 -0.1 0.1
H 0.036491 5.721878 -0.023427 0.1 0.5 -0.1
C -2.216487 1.738915 -6.530510 -0.6 -1.3 -0.5
C -1.810933 0.499371 -7.406919 -0.5 0.9 -0.1
O -0.586207 0.767962 -8.136711 -0.4 -0.2 1.9
O -1.137970 2.133217 -5.706853 0.1 0.4 -0.5
H -3.062329 1.489790 -5.881480 0.1 -0.3 0.0
H -2.595194 2.559049 -7.145382 0.3 0.0 -0.2
H -2.563266 0.321539 -8.173525 -0.1 0.1 0.0
H -1.809096 -0.412454 -6.778616 0.6 0.4 -0.2
H 0.021029 0.990973 -7.399223 0.0 -0.1 -0.8
H -0.687889 2.791884 -6.245206 0.5 0.1 0.5